C36H32BFIrN6 | ωB97M-V with the def2-TZVPD basis set

Its total charge is +2. For the HOMO energy (alpha / beta), the calculation gives -14.2 / -14.2 eV. The lowest unoccupied orbital energy (alpha / beta) comes out at -6.6594 / -8.8701 eV. As for the spin multiplicity: 2. Its energy is -1948.1581 Eh. The calculation puts the largest force on an atom at 0.514 eV/Å.

Element x y z (Å)
1 Ir -0.1512 -0.4516 0.0237
2 C -1.3291 -2.4159 -5.0040
3 C -1.3073 -2.3890 -3.5157
4 C -1.9238 -3.2384 -2.5998
5 C -1.5974 -2.7261 -1.3421
6 N -0.8143 -1.6661 -1.5149
7 N -0.6484 -1.4384 -2.8178
8 B 0.0267 -0.0761 -3.0909
9 N 1.4063 -0.0590 -2.3839
10 N 1.5075 -0.0143 -1.0242
11 C 2.8133 0.0193 -0.7050
12 C 3.5544 -0.0291 -1.8774
13 C 2.6371 -0.0535 -2.9180
14 C 2.8854 -0.0722 -4.3862
15 C 3.3453 0.0918 0.6693
16 C 3.3435 1.2974 1.3680
17 C 3.9100 1.3648 2.6313
18 C 4.4780 0.2324 3.2019
19 C 4.4968 -0.9693 2.4995
20 C 3.9406 -1.0384 1.2336
21 N -0.8333 1.0064 -2.3733
22 N -1.0320 0.9996 -1.0203
23 C -1.7527 2.0864 -0.6909
24 C -2.0410 2.7810 -1.8596
25 C -1.4428 2.0834 -2.8952
26 C -1.4405 2.3926 -4.3522
27 C -2.1471 2.4782 0.6727
28 C -1.8206 3.7620 1.1087
29 C -2.1789 4.1798 2.3821
30 C -2.8703 3.3215 3.2268
31 C -3.2312 2.0562 2.7833
32 C -2.8795 1.6386 1.5077
33 C -1.9437 -2.9713 0.0612
34 C -2.2357 -4.2172 0.5927
35 C -2.4673 -4.3509 1.9565
36 C -2.4107 -3.2534 2.8105
37 C -2.1393 -1.9974 2.2966
38 C -1.9046 -1.8576 0.9311
39 H -1.9004 -3.2729 -5.3511
40 H -0.3205 -2.4896 -5.4106
41 H -1.7900 -1.5131 -5.4053
42 H -2.5441 -4.0865 -2.8326
43 H 0.1302 0.1561 -4.2493
44 H 4.6275 -0.0031 -1.9564
45 H 3.9561 -0.0834 -4.5727
46 H 2.4611 0.8082 -4.8682
47 H 2.4465 -0.9554 -4.8499
48 H 2.9253 2.1842 0.9066
49 H 3.9317 2.3076 3.1632
50 H 4.9348 0.2924 4.1812
51 H 4.9633 -1.8439 2.9329
52 H 3.9699 -1.9653 0.6737
53 H -2.6304 3.6786 -1.9352
54 H -2.0107 3.3012 -4.5283
55 H -1.8935 1.5862 -4.9282
56 H -0.4273 2.5452 -4.7228
57 H -1.2785 4.4290 0.4495
58 H -1.9263 5.1792 2.7107
59 H -3.1586 3.6506 4.2162
60 H -3.8203 1.4080 3.4192
61 H -3.2392 0.6846 1.1440
62 H -2.2635 -5.0854 -0.0522
63 H -2.6936 -5.3286 2.3609
64 H -2.6061 -3.3789 3.8664
65 H -2.1418 -1.1223 2.9354
66 H -2.0516 -0.8285 0.5062
67 F 1.7991 0.3179 5.5894
68 C 1.3457 0.2948 4.3620
69 C 0.7630 1.4689 3.8478
70 C 0.3026 1.4757 2.5627
71 C 0.3973 0.3038 1.7637
72 C 0.9733 -0.8703 2.3598
73 C 1.4584 -0.9002 3.6315
74 H 0.7070 2.3413 4.4858
75 H -0.1416 2.3736 2.1589
76 H 1.0350 -1.7938 1.7643
77 H 1.9080 -1.7720 4.0852

Löwdin charges in e: number 1, Ir, carries 1.447; number 2, C, carries 0.010; number 3, C, carries -0.221; number 4, C, carries 0.081; number 5, C, carries -0.203; number 6, N, carries -0.084; number 7, N, carries 0.056; number 8, B, carries -0.453; number 9, N, carries 0.053; number 10, N, carries -0.045; number 11, C, carries -0.206; number 12, C, carries 0.075; number 13, C, carries -0.225; number 14, C, carries 0.009; number 15, C, carries -0.188; number 16, C, carries -0.024; number 17, C, carries -0.060; number 18, C, carries -0.055; number 19, C, carries -0.059; number 20, C, carries -0.026; number 21, N, carries 0.061; number 22, N, carries -0.041; number 23, C, carries -0.192; number 24, C, carries 0.068; number 25, C, carries -0.227; number 26, C, carries 0.008; number 27, C, carries -0.199; number 28, C, carries -0.038; number 29, C, carries -0.056; number 30, C, carries -0.057; number 31, C, carries -0.058; number 32, C, carries -0.044; number 33, C, carries -0.140; number 34, C, carries 0.013; number 35, C, carries -0.016; number 36, C, carries -0.038; number 37, C, carries -0.062; number 38, C, carries -0.163; number 39, H, carries 0.094; number 40, H, carries 0.094; number 41, H, carries 0.092; number 42, H, carries 0.128; number 43, H, carries 0.125; number 44, H, carries 0.137; number 45, H, carries 0.096; number 46, H, carries 0.095; number 47, H, carries 0.094; number 48, H, carries 0.132; number 49, H, carries 0.123; number 50, H, carries 0.123; number 51, H, carries 0.120; number 52, H, carries 0.129; number 53, H, carries 0.137; number 54, H, carries 0.096; number 55, H, carries 0.093; number 56, H, carries 0.094; number 57, H, carries 0.129; number 58, H, carries 0.119; number 59, H, carries 0.117; number 60, H, carries 0.115; number 61, H, carries 0.105; number 62, H, carries 0.132; number 63, H, carries 0.126; number 64, H, carries 0.121; number 65, H, carries 0.116; number 66, H, carries 0.071; number 67, F, carries 0.169; number 68, C, carries -0.220; number 69, C, carries 0.051; number 70, C, carries -0.036; number 71, C, carries -0.245; number 72, C, carries -0.117; number 73, C, carries 0.032; number 74, H, carries 0.145; number 75, H, carries 0.093; number 76, H, carries 0.125; number 77, H, carries 0.146



C36H32BN8O16 | ωB97M-V with the def2-TZVPD basis set

Its total charge is 0. For the HOMO energy (alpha / beta), the calculation gives -9.7 / -9.7 eV. The lowest unoccupied orbital energy (alpha / beta) comes out at -2.6200 / -6.4870 eV. As for the spin multiplicity: 2. Its energy is -3057.3465 Eh. The calculation puts the largest force on an atom at 6.101 eV/Å.

Element x y z (Å)
1 O 1.1636 -2.1697 -3.5968
2 C 0.7946 -1.9874 -2.4508
3 O 1.4811 -1.8202 -1.3612
4 B 0.6531 -1.2843 -0.2540
5 O -0.6866 -1.2470 -0.8133
6 C -0.6476 -1.7030 -2.0687
7 O -1.5634 -1.8468 -2.8554
8 O 1.1644 0.0680 -0.0804
9 C 1.6361 0.2236 1.1252
10 O 2.2865 1.1449 1.6530
11 C 1.2356 -1.0900 1.9911
12 O 0.7846 -1.9543 1.0950
13 O 1.5286 -1.2790 3.1938
14 C -0.7735 -4.2580 2.4045
15 C 0.3738 -4.2007 3.3010
16 N 1.1969 -4.1387 4.0751
17 H -1.5274 -3.5302 2.7044
18 H -1.2037 -5.2595 2.4104
19 H -0.6407 -3.9869 1.3572
20 C 1.2444 4.6454 1.9592
21 C 2.7016 5.0054 1.9738
22 N 3.8397 5.1689 2.0229
23 H 1.1481 3.6361 2.3592
24 H 0.7223 4.7304 1.0061
25 H 0.7974 5.1857 2.7937
26 C -3.2097 -4.3427 -1.3490
27 C -3.3560 -5.1695 -0.1592
28 N -3.4597 -5.8163 0.7917
29 H -2.2455 -3.8353 -1.3803
30 H -4.0976 -3.7126 -1.4016
31 H -3.2478 -5.0375 -2.1879
32 C -0.1741 0.2142 7.3039
33 C 0.8062 -0.5522 6.5094
34 N 1.6196 -1.1014 5.9455
35 H 0.2437 1.2166 7.2108
36 H -0.1325 0.0217 8.3759
37 H -1.2129 0.2420 6.9749
38 C 1.4999 1.9788 -2.5156
39 C 0.2718 2.3781 -3.0116
40 C -0.1727 3.6982 -3.0040
41 C 0.6687 4.7126 -2.4414
42 C 1.9759 4.3216 -2.0394
43 C 2.4125 2.9351 -2.1065
44 N 0.2173 6.1426 -2.2922
45 O 0.8497 6.8755 -1.5935
46 O -0.8051 6.4508 -2.7966
47 H 1.7692 0.9345 -2.5734
48 H -0.3439 1.6094 -3.4547
49 H -1.1271 3.9542 -3.4397
50 H 2.6981 5.0540 -1.7099
51 H 3.4081 2.7662 -1.7236
52 C 5.3679 -3.4528 -3.4792
53 C 4.5268 -2.3823 -3.3048
54 C 5.0740 -1.0619 -3.4118
55 C 6.3875 -0.8462 -3.7501
56 C 7.2241 -1.9271 -3.8318
57 C 6.7372 -3.2480 -3.7161
58 N 6.8954 0.5400 -4.0062
59 O 6.0645 1.3817 -3.9179
60 O 8.0270 0.6447 -4.1388
61 H 4.9577 -4.4362 -3.3027
62 H 3.4846 -2.5283 -3.0621
63 H 4.5565 -0.1701 -3.0906
64 H 8.2929 -1.7867 -3.8963
65 H 7.3420 -4.1404 -3.7814
66 C -4.3787 2.5040 -2.3832
67 C -4.3282 3.7963 -1.9375
68 C -3.3888 4.1209 -0.8666
69 C -2.6226 3.1279 -0.2629
70 C -2.6517 1.8031 -0.7917
71 C -3.5826 1.5291 -1.8573
72 N -2.0016 3.4861 0.9745
73 O -2.2387 4.6227 1.5526
74 O -1.2941 2.6269 1.4695
75 H -5.1180 2.2546 -3.1299
76 H -4.9534 4.5103 -2.4530
77 H -3.2556 5.1614 -0.6095
78 H -2.0280 1.0440 -0.3431
79 H -3.7303 0.5113 -2.1871
80 C -3.6185 -1.1923 1.1012
81 C -4.5395 -2.2023 1.2196
82 C -4.7560 -2.9067 2.3966
83 C -3.9300 -2.5826 3.4931
84 C -3.0761 -1.4990 3.4641
85 C -2.9103 -0.8528 2.2636
86 N -3.7363 -3.6236 4.5994
87 O -4.1674 -4.7082 4.4219
88 O -2.9902 -3.4274 5.5406
89 H -3.3157 -0.9113 0.1033
90 H -4.9193 -2.5744 0.2796
91 H -5.4462 -3.7370 2.3709
92 H -2.3929 -1.3368 4.2847
93 H -2.1322 -0.1219 2.0999

Löwdin charges in e: number 1, O, carries 0.162; number 2, C, carries -0.394; number 3, O, carries 0.235; number 4, B, carries -0.854; number 5, O, carries 0.219; number 6, C, carries -0.363; number 7, O, carries 0.150; number 8, O, carries 0.280; number 9, C, carries -0.240; number 10, O, carries 0.224; number 11, C, carries -0.169; number 12, O, carries 0.259; number 13, O, carries 0.286; number 14, C, carries -0.056; number 15, C, carries -0.262; number 16, N, carries 0.171; number 17, H, carries 0.060; number 18, H, carries 0.081; number 19, H, carries 0.068; number 20, C, carries -0.068; number 21, C, carries -0.262; number 22, N, carries 0.116; number 23, H, carries 0.054; number 24, H, carries 0.061; number 25, H, carries 0.081; number 26, C, carries -0.051; number 27, C, carries -0.277; number 28, N, carries 0.156; number 29, H, carries 0.065; number 30, H, carries 0.077; number 31, H, carries 0.094; number 32, C, carries -0.061; number 33, C, carries -0.266; number 34, N, carries 0.139; number 35, H, carries 0.078; number 36, H, carries 0.083; number 37, H, carries 0.076; number 38, C, carries -0.086; number 39, C, carries -0.078; number 40, C, carries -0.001; number 41, C, carries -0.103; number 42, C, carries 0.020; number 43, C, carries -0.028; number 44, N, carries -0.393; number 45, O, carries 0.092; number 46, O, carries 0.093; number 47, H, carries 0.099; number 48, H, carries 0.108; number 49, H, carries 0.110; number 50, H, carries 0.110; number 51, H, carries 0.108; number 52, C, carries -0.084; number 53, C, carries -0.043; number 54, C, carries 0.011; number 55, C, carries -0.152; number 56, C, carries -0.013; number 57, C, carries -0.048; number 58, N, carries -0.413; number 59, O, carries 0.089; number 60, O, carries 0.144; number 61, H, carries 0.105; number 62, H, carries 0.074; number 63, H, carries 0.105; number 64, H, carries 0.116; number 65, H, carries 0.102; number 66, C, carries -0.108; number 67, C, carries -0.028; number 68, C, carries 0.034; number 69, C, carries -0.170; number 70, C, carries 0.031; number 71, C, carries -0.055; number 72, N, carries -0.299; number 73, O, carries 0.042; number 74, O, carries 0.054; number 75, H, carries 0.113; number 76, H, carries 0.108; number 77, H, carries 0.116; number 78, H, carries 0.084; number 79, H, carries 0.103; number 80, C, carries -0.057; number 81, C, carries -0.083; number 82, C, carries 0.013; number 83, C, carries -0.117; number 84, C, carries -0.029; number 85, C, carries -0.064; number 86, N, carries -0.363; number 87, O, carries 0.099; number 88, O, carries 0.061; number 89, H, carries 0.089; number 90, H, carries 0.094; number 91, H, carries 0.121; number 92, H, carries 0.119; number 93, H, carries 0.094



C36H32BrP2Y | ωB97M-V with the def2-TZVPD basis set

Its total charge is +2. For the HOMO energy, the calculation gives -13.0 eV. The lowest unoccupied orbital energy comes out at -7.1243 eV. Its energy is -4685.4807 Eh. The calculation puts the largest force on an atom at 2.032 eV/Å.

Element x y z (Å)
1 C 0.5448 -1.4326 -1.7612
2 C -0.3728 -2.2026 -0.9848
3 C -1.7322 -2.1874 -1.4238
4 C -2.0722 -1.6089 -2.6879
5 C -1.0399 -1.3013 -3.6054
6 C 0.2741 -1.1849 -3.1222
7 P -0.0037 -2.4332 0.7935
8 C -1.2612 -3.6439 1.3509
9 C -2.3316 -3.0560 2.0857
10 C -3.5010 -3.8130 2.3054
11 C -3.5488 -5.1939 2.0112
12 C -2.4443 -5.8035 1.4053
13 C -1.2974 -5.0386 1.0504
14 Y -1.1842 0.3188 -1.1349
15 P 0.2023 2.4233 0.3568
16 C -1.3897 2.7505 -0.5596
17 C -1.2573 2.8605 -1.9548
18 C -2.2334 2.2875 -2.7731
19 C -3.3558 1.6754 -2.2002
20 C -3.5808 1.7174 -0.7994
21 C -2.6613 2.3907 -0.0069
22 C 0.0318 3.6224 1.6210
23 C 0.8108 3.5580 2.8053
24 C 0.4011 4.3153 3.9179
25 C -0.7770 5.1040 3.8439
26 C -1.5191 5.1848 2.6624
27 C -1.0658 4.4819 1.5464
28 C 1.9073 2.6420 -0.4564
29 C 2.8849 1.6309 -0.2734
30 C 4.1311 1.7953 -0.9006
31 C 4.3883 2.9414 -1.6798
32 C 3.4026 3.9138 -1.8605
33 C 2.1585 3.7920 -1.2264
34 C 1.6447 -3.1564 0.7835
35 C 2.1726 -3.9014 -0.2809
36 C 3.4486 -4.4687 -0.2094
37 C 4.2816 -4.2887 0.9071
38 C 3.7797 -3.4613 1.9360
39 C 2.4963 -2.8675 1.8824
40 H 1.7357 2.9577 2.7968
41 H 1.0201 4.3185 4.8307
42 H -1.0512 5.7264 4.6965
43 H -2.3974 5.8273 2.5753
44 H -1.5784 4.6085 0.5988
45 H -0.3815 3.3397 -2.3814
46 H -2.0777 2.1964 -3.8454
47 H -4.1279 1.3048 -2.8551
48 H -4.5645 1.3344 -0.4797
49 H -2.9662 2.7348 0.9846
50 H 2.6157 0.7743 0.3882
51 H 4.8962 1.0384 -0.7738
52 H 5.3680 3.0345 -2.1380
53 H 3.6109 4.7881 -2.4728
54 H 1.3863 4.5632 -1.2826
55 H 1.5780 -4.0732 -1.1724
56 H 3.8517 -5.0972 -1.0020
57 H 5.2756 -4.7818 1.0318
58 H 4.4185 -3.2852 2.8071
59 H 2.1191 -2.2173 2.6790
60 H -2.2321 -2.0303 2.4275
61 H -4.4063 -3.3782 2.7691
62 H -4.4688 -5.7314 2.2315
63 H -2.5290 -6.8611 1.1496
64 H -0.4812 -5.4587 0.4542
65 H -2.4855 -2.2559 -0.6771
66 H -3.1216 -1.5408 -3.0084
67 H -1.2912 -1.1722 -4.6795
68 H 1.1354 -0.9006 -3.7348
69 H 1.5200 -1.1787 -1.3913
70 H -0.0444 1.2677 -2.9459
71 H 0.6734 1.4106 -2.6567
72 Br -1.3314 0.3751 1.7127

Löwdin charges in e: number 1, C, carries -0.204; number 2, C, carries -0.399; number 3, C, carries -0.121; number 4, C, carries -0.118; number 5, C, carries -0.069; number 6, C, carries -0.098; number 7, P, carries 1.026; number 8, C, carries -0.366; number 9, C, carries -0.128; number 10, C, carries -0.065; number 11, C, carries -0.061; number 12, C, carries -0.057; number 13, C, carries -0.050; number 14, Y, carries 1.230; number 15, P, carries 0.956; number 16, C, carries -0.496; number 17, C, carries -0.179; number 18, C, carries -0.120; number 19, C, carries -0.104; number 20, C, carries -0.090; number 21, C, carries -0.199; number 22, C, carries -0.404; number 23, C, carries -0.061; number 24, C, carries -0.040; number 25, C, carries -0.037; number 26, C, carries -0.044; number 27, C, carries -0.113; number 28, C, carries -0.359; number 29, C, carries -0.105; number 30, C, carries -0.057; number 31, C, carries -0.046; number 32, C, carries -0.055; number 33, C, carries -0.095; number 34, C, carries -0.397; number 35, C, carries -0.106; number 36, C, carries -0.070; number 37, C, carries -0.050; number 38, C, carries -0.065; number 39, C, carries -0.082; number 40, H, carries 0.118; number 41, H, carries 0.122; number 42, H, carries 0.118; number 43, H, carries 0.121; number 44, H, carries 0.099; number 45, H, carries 0.109; number 46, H, carries 0.134; number 47, H, carries 0.127; number 48, H, carries 0.148; number 49, H, carries 0.119; number 50, H, carries 0.110; number 51, H, carries 0.112; number 52, H, carries 0.118; number 53, H, carries 0.118; number 54, H, carries 0.112; number 55, H, carries 0.101; number 56, H, carries 0.112; number 57, H, carries 0.130; number 58, H, carries 0.111; number 59, H, carries 0.104; number 60, H, carries 0.008; number 61, H, carries 0.116; number 62, H, carries 0.114; number 63, H, carries 0.113; number 64, H, carries 0.106; number 65, H, carries 0.105; number 66, H, carries 0.137; number 67, H, carries 0.146; number 68, H, carries 0.141; number 69, H, carries 0.116; number 70, H, carries 0.075; number 71, H, carries 0.143; number 72, Br, carries 0.234